Entry 1:
DFT (the ωB97M-V functional and the def2-TZVPD basis) results for a cluster of 12 separate species, C36H96O12 in total.

The value obtained for the energy above the lowest of the compared OMol25 structures with the same formula, charge and spin is 1.050 eV. Its structure (SMILES) is CC(C)O.CC(C)O.CC(C)O.CC(C)O.CC(C)O.CC(C)O.CC(C)O.CC(C)O.CC(C)O.CC(C)O.CC(C)O.CC(C)O. The HOMO-LUMO gap is 9.787 eV. For the HOMO energy, the calculation gives -9.564 eV. The total energy is -63458.912 eV. The calculation puts the largest force on an atom at 1.96 eV/A.

ORCA input file:
```
! RIJCOSX wB97M-V def2-TZVPD def2/J DEFGRID3
* xyz 0 1
C -2.94228 2.98274 -3.24152
C -3.84051 3.20424 -4.50871
C -4.78450 2.07905 -4.75668
O -4.68511 4.37128 -4.37068
H -2.21273 3.75893 -3.09034
H -2.40607 2.05329 -3.36734
H -3.61459 2.88098 -2.37689
H -3.21457 3.26883 -5.41724
H -5.55113 2.33251 -5.48603
H -5.30919 1.87289 -3.82677
H -4.24254 1.17572 -5.03976
H -4.12297 5.08832 -4.08656
C -6.28611 -0.33189 -0.93948
C -4.96328 -1.00140 -0.79230
C -3.76611 -0.14525 -1.24821
O -4.87676 -1.40960 0.58002
H -6.55756 -0.18127 -1.98803
H -6.26346 0.56899 -0.36121
H -7.09059 -0.98496 -0.55337
H -4.97088 -1.90882 -1.43374
H -3.72455 0.80422 -0.69436
H -3.89122 0.13849 -2.30338
H -2.84934 -0.72999 -1.12325
H -4.07289 -1.91428 0.67443
C -2.01464 -3.37567 2.40994
C -2.34133 -3.99986 1.08153
C -3.63946 -4.74442 1.14604
O -2.44649 -3.03018 -0.00471
H -2.75495 -2.62727 2.69103
H -0.98551 -2.96911 2.41947
H -1.99958 -4.12729 3.18267
H -1.55154 -4.72240 0.83496
H -3.88610 -5.28139 0.20323
H -4.43209 -4.03259 1.32420
H -3.61802 -5.52602 1.90479
H -1.61800 -2.51352 -0.04316
C 5.16175 0.71626 1.82894
C 5.35447 -0.40892 2.77445
C 4.21353 -0.57824 3.74359
O 5.62325 -1.55006 1.92881
H 4.27845 0.54697 1.22496
H 6.04475 0.75160 1.16914
H 5.08080 1.68937 2.32285
H 6.31648 -0.23944 3.32160
H 3.35035 -0.86242 3.15452
H 4.05537 0.32156 4.32132
H 4.37733 -1.40093 4.45167
H 5.82891 -2.27225 2.52155
C -1.26085 -4.85478 -3.08701
C -2.51692 -4.15137 -3.43621
C -2.27372 -2.67482 -3.53427
O -3.10751 -4.51439 -4.65896
H -1.51300 -5.90000 -2.93524
H -0.84086 -4.49294 -2.15975
H -0.53781 -4.72241 -3.90979
H -3.20691 -4.25057 -2.57670
H -1.46328 -2.46124 -4.24356
H -2.02686 -2.31486 -2.53630
H -3.18665 -2.20221 -3.89302
H -3.09921 -5.46794 -4.76292
C 0.91775 0.14649 1.03256
C -0.17409 -0.11963 -0.02403
C -0.04725 0.76804 -1.22209
O -0.22011 -1.46672 -0.42175
H 0.74006 -0.46338 1.91261
H 0.88052 1.18495 1.37026
H 1.92840 -0.13924 0.68544
H -1.14657 0.10067 0.43828
H 0.85478 0.54994 -1.78525
H -0.05076 1.83881 -0.99865
H -0.88429 0.53272 -1.88560
H 0.60293 -1.61373 -1.00668
C 1.55711 -2.08252 -4.00421
C 2.20401 -2.78832 -2.85159
C 3.58786 -3.28283 -3.09979
O 2.11397 -1.80731 -1.76019
H 1.39267 -2.78587 -4.82575
H 2.22046 -1.29187 -4.33849
H 0.63405 -1.59036 -3.71713
H 1.58253 -3.65419 -2.57300
H 4.22017 -2.43489 -3.38857
H 3.58345 -4.03381 -3.87823
H 4.10148 -3.72655 -2.26140
H 2.63389 -2.20559 -1.02969
C 0.67139 5.15886 0.14856
C -0.79126 4.78291 -0.16469
C -1.37532 3.97355 1.00592
O -1.60509 5.94904 -0.49966
H 1.02023 5.81064 -0.66687
H 1.29965 4.23664 0.17205
H 0.77603 5.65134 1.10264
H -0.77531 4.14982 -1.07098
H -0.84627 3.02390 1.18726
H -2.40945 3.70000 0.85205
H -1.23150 4.59739 1.89016
H -1.55489 6.48135 0.30017
C 1.96809 3.59544 3.54168
C 1.66923 3.48363 4.99980
C 2.81176 4.01863 5.90566
O 0.48220 4.23643 5.16361
H 2.17307 4.59144 3.20477
H 1.05025 3.28869 3.04304
H 2.78075 2.94732 3.27931
H 1.46902 2.40517 5.24616
H 2.98453 5.02994 5.56689
H 3.69689 3.39459 5.83055
H 2.55465 4.07667 6.97349
H 0.19588 4.21999 6.06073
C 1.59542 -4.05095 0.93765
C 2.98288 -3.65246 1.33922
C 3.86773 -4.88029 1.29764
O 3.41045 -2.61577 0.47266
H 1.57258 -4.26064 -0.14308
H 0.89348 -3.25633 1.11501
H 1.27473 -4.95959 1.48314
H 3.08924 -3.24227 2.35477
H 4.93211 -4.60000 1.37007
H 3.66518 -5.51554 0.42753
H 3.58395 -5.52628 2.12129
H 4.28503 -2.27516 0.72552
C 3.58345 2.89955 -1.63245
C 4.14432 2.60146 -3.02324
C 3.24560 1.56866 -3.75030
O 4.32283 3.84137 -3.66954
H 4.34591 3.44341 -1.07211
H 3.44057 1.93375 -1.12134
H 2.58706 3.35222 -1.64938
H 5.17889 2.21101 -2.86956
H 3.16459 0.70661 -3.09716
H 3.75801 1.27783 -4.68037
H 2.23361 1.85962 -3.98562
H 4.04271 3.80461 -4.58859
C -1.39131 0.67468 3.52603
C -2.17032 1.27877 4.69605
C -2.58699 2.68320 4.33150
O -3.35338 0.49409 4.98958
H -1.32281 -0.41670 3.62193
H -0.36755 1.00644 3.54401
H -1.94778 0.85775 2.62097
H -1.60687 1.25624 5.62980
H -3.47222 2.89874 4.93879
H -2.84152 2.76745 3.26788
H -1.80161 3.39232 4.48780
H -3.71063 0.27480 4.11626
*
```

***

Entry 2:
DFT (the ωB97M-V functional and the def2-TZVPD basis) results for a structure of composition C36H99AsF6N9O9.

The value obtained for the energy above the lowest of the compared OMol25 structures with the same formula, charge and spin is 6.854 eV. The HOMO-LUMO gap is 9.177 eV. For the HOMO energy, the calculation gives -7.270 eV. The total energy is -147915.167 eV. The calculation puts the largest force on an atom at 4.48 eV/A.

ORCA input file:
```
! RIJCOSX wB97M-V def2-TZVPD def2/J DEFGRID3
* xyz -1 1
As 0.05898 -17.33401 -20.37180
F -1.31247 -16.44040 -19.61716
F 0.19758 -16.05969 -21.62264
F 1.37770 -18.18723 -21.11193
F -0.21464 -18.64685 -19.15540
F -1.13451 -18.18662 -21.34257
F 1.14527 -16.40796 -19.28368
C 1.52650 -25.67901 -15.27050
C -0.05712 -25.61033 -15.07775
C -0.45792 -25.28474 -13.69443
O -0.10460 -26.25093 -12.83403
C -0.63458 -26.03479 -11.52171
N -0.45032 -24.62985 -15.99172
H 2.08848 -24.80260 -14.94774
H 1.68344 -25.97369 -16.30811
H 1.81718 -26.49226 -14.60549
H -0.38567 -26.62302 -15.31144
H -1.54462 -25.20385 -13.71963
H -0.02208 -24.31053 -13.47296
H -0.69141 -24.98226 -11.24411
H -0.07863 -26.49761 -10.70635
H -1.63937 -26.43767 -11.39455
H 0.04756 -23.75250 -15.94182
H -0.35060 -24.73348 -16.99143
C 7.44374 -17.53483 -21.77343
C 6.86382 -17.20960 -23.12786
C 7.02150 -18.46703 -24.05154
O 6.53571 -18.10535 -25.36220
C 6.54773 -19.22098 -26.21540
N 5.50071 -16.68707 -23.11286
H 7.25555 -18.57027 -21.48964
H 6.96110 -16.97238 -20.97417
H 8.52723 -17.43989 -21.84509
H 7.48931 -16.51488 -23.68842
H 6.55655 -19.37083 -23.65777
H 8.07394 -18.72999 -24.15798
H 7.55191 -19.61325 -26.37618
H 6.21920 -18.93695 -27.21515
H 5.87004 -20.01812 -25.90977
H 5.01351 -17.27184 -22.44896
H 5.09256 -16.99569 -23.98365
C 2.02821 -9.91638 -19.01990
C 2.54927 -10.41438 -20.41493
C 3.26551 -9.30588 -21.28470
O 3.79419 -9.84685 -22.51376
C 4.00306 -8.82380 -23.43387
N 3.52761 -11.48532 -20.24925
H 1.84413 -10.78157 -18.38298
H 1.11969 -9.33721 -19.18496
H 2.62097 -9.29587 -18.34782
H 1.68184 -10.69007 -21.01464
H 4.00746 -8.75410 -20.70751
H 2.58355 -8.47130 -21.44749
H 5.03154 -8.47147 -23.35521
H 3.34572 -7.95437 -23.42391
H 4.04246 -9.29903 -24.41403
H 2.96589 -12.27590 -19.96719
H 4.07965 -11.21340 -19.44837
C -6.14318 -20.08038 -15.18972
C -5.08209 -19.21302 -15.95912
C -4.18651 -18.38953 -14.90811
O -4.95449 -17.48685 -14.19412
C -4.27923 -16.70554 -13.26894
N -4.40240 -20.04739 -16.89822
H -6.79610 -20.59863 -15.89202
H -6.76567 -19.36888 -14.64715
H -5.72372 -20.79075 -14.47732
H -5.62566 -18.43768 -16.49902
H -3.45798 -17.85362 -15.51652
H -3.75429 -19.17206 -14.28445
H -3.28736 -16.28484 -13.43426
H -4.15533 -17.31038 -12.37066
H -5.02972 -15.93701 -13.08396
H -3.87927 -20.80552 -16.48386
H -3.64629 -19.61333 -17.40811
C 2.43138 -14.05877 -27.26526
C 1.60582 -12.94478 -26.62526
C 0.13961 -12.82380 -27.10469
O -0.46747 -11.58438 -26.69142
C -1.76752 -11.77475 -26.24799
N 1.72847 -13.00046 -25.15521
H 2.70235 -13.81937 -28.29354
H 1.92970 -15.02562 -27.22501
H 3.44615 -14.23238 -26.90720
H 1.97762 -11.95394 -26.88623
H -0.30258 -13.70240 -26.63497
H -0.04862 -13.03508 -28.15733
H -2.24377 -12.61626 -26.75111
H -2.34139 -10.86720 -26.43542
H -1.72547 -11.97679 -25.17771
H 1.18527 -13.78954 -24.83524
H 1.03504 -12.30795 -24.91087
C -6.14321 -21.28285 -27.74062
C -5.24578 -21.05949 -26.59309
C -4.75233 -19.55532 -26.47257
O -5.85856 -18.72828 -26.60673
C -5.65280 -17.39504 -26.30225
N -6.01450 -21.49216 -25.42419
H -7.03812 -20.66102 -27.76431
H -6.54178 -22.29482 -27.81243
H -5.59341 -20.95884 -28.62427
H -4.26681 -21.53349 -26.52217
H -3.96200 -19.38385 -27.20338
H -4.33446 -19.58036 -25.46616
H -5.37630 -17.17725 -25.27065
H -6.63938 -16.96117 -26.46507
H -5.01266 -16.84337 -26.99072
H -6.25956 -20.73437 -24.80306
H -6.96083 -21.71724 -25.69602
C 4.02122 -24.23737 -23.02988
C 5.42429 -24.13662 -22.48790
C 5.52589 -23.56243 -21.10359
O 5.03723 -22.26600 -20.82313
C 4.74339 -22.06122 -19.45712
N 5.99480 -25.51282 -22.70314
H 3.94848 -24.50039 -24.08517
H 3.56505 -23.24753 -23.04513
H 3.41972 -24.85965 -22.36726
H 6.11925 -23.57915 -23.11587
H 6.56447 -23.31099 -20.88857
H 5.36568 -24.33712 -20.35374
H 5.64089 -22.13068 -18.84249
H 3.93313 -22.69800 -19.10207
H 4.48742 -21.01678 -19.27897
H 5.39002 -26.11353 -22.16141
H 5.79980 -25.75566 -23.66393
C -5.49810 -11.58796 -18.52473
C -4.32927 -11.23760 -17.58592
C -4.91757 -10.24995 -16.58894
O -5.60092 -9.08588 -17.03665
C -4.70466 -8.04426 -17.37021
N -3.94288 -12.46544 -16.90947
H -5.85189 -10.75342 -19.13010
H -6.35125 -12.13544 -18.12410
H -5.13190 -12.34287 -19.22052
H -3.39430 -10.83011 -17.97048
H -4.10267 -9.92139 -15.94389
H -5.54922 -10.90143 -15.98504
H -4.23649 -8.17449 -18.34590
H -3.97233 -7.84982 -16.58664
H -5.37321 -7.18532 -17.42821
H -3.14827 -12.86967 -17.38412
H -4.69290 -13.13949 -16.96642
C -1.93638 -28.99868 -23.24747
C -1.19361 -27.73664 -22.78635
C -2.10496 -26.61525 -22.28293
O -1.21724 -25.59833 -22.08043
C -1.75378 -24.28939 -22.17248
N -0.27353 -28.19097 -21.70154
H -2.57142 -29.42116 -22.46880
H -1.23205 -29.71969 -23.66240
H -2.63771 -28.79524 -24.05670
H -0.61485 -27.28073 -23.58964
H -2.73526 -26.94329 -21.45637
H -2.85202 -26.47148 -23.06352
H -1.10985 -23.70259 -21.51741
H -2.78971 -24.16160 -21.85844
H -1.61831 -23.90895 -23.18491
H -0.77554 -28.68172 -20.97541
H -0.04084 -27.31275 -21.26032
*
```

***

Entry 3:
DFT (the ωB97M-V functional and the def2-TZVPD basis) results for a structure of composition C36H99N9O9.

The value obtained for the energy above the lowest of the compared OMol25 structures with the same formula, charge and spin is 40.214 eV. The HOMO-LUMO gap is 5.957 eV. For the HOMO energy, the calculation gives -5.488 eV. The total energy is -70732.096 eV. The calculation puts the largest force on an atom at 11.44 eV/A.

ORCA input file:
```
! RIJCOSX wB97M-V def2-TZVPD def2/J DEFGRID3
* xyz 0 1
C -3.67669 -1.32685 -2.62188
C -4.50101 -1.59390 -1.29642
C -4.65923 -0.31412 -0.43597
O -3.29806 -0.07030 -0.05245
C -3.07429 0.84515 1.00932
N -5.78487 -1.99427 -1.73796
H -2.69544 -0.93800 -2.34971
H -4.12100 -0.57257 -3.27129
H -3.44733 -2.20630 -3.22361
H -4.13538 -2.41916 -0.68538
H -5.26420 -0.60785 0.42184
H -5.02809 0.52583 -1.02462
H -3.80131 1.65296 1.09280
H -2.07555 1.27414 1.09037
H -3.23635 0.21855 1.88638
H -6.35770 -2.30995 -0.96834
H -6.22889 -1.12004 -1.98021
C -2.17568 -0.12048 -4.53967
C -1.09564 -1.17877 -4.75146
C -1.13133 -2.47823 -3.88310
O -1.36103 -2.13791 -2.53767
C -1.50516 -3.31607 -1.68124
N -1.15884 -1.54107 -6.16440
H -2.02170 0.36267 -3.57479
H -3.12188 -0.65822 -4.47943
H -2.20036 0.65783 -5.30238
H -0.17147 -0.63586 -4.55327
H -0.17037 -2.97275 -4.02496
H -1.94843 -3.09672 -4.25444
H -2.22726 -4.04706 -2.04497
H -1.78620 -2.94730 -0.69476
H -0.57056 -3.85380 -1.52159
H -1.50837 -0.70140 -6.60360
H -0.25960 -1.73454 -6.58159
C -4.40177 -5.48423 1.77443
C -2.88156 -5.50865 1.75342
C -2.25963 -4.07011 1.88994
O -2.66064 -3.28157 0.79686
C -1.98917 -2.11548 0.56052
N -2.47358 -6.31254 2.84266
H -4.79888 -4.99147 2.66189
H -4.68889 -6.53388 1.83672
H -4.92558 -5.16831 0.87223
H -2.62273 -5.90520 0.77167
H -1.20034 -4.32602 1.91247
H -2.53197 -3.59338 2.83156
H -0.93820 -2.35716 0.40190
H -2.05175 -1.46450 1.43254
H -2.46830 -1.55669 -0.24340
H -2.74784 -7.24194 2.55791
H -1.46371 -6.30657 2.82726
C 2.02650 -0.30347 -2.18301
C 2.80066 -1.51581 -1.73487
C 2.29313 -2.04863 -0.35595
O 2.93517 -3.23427 0.12138
C 2.93764 -3.43159 1.56099
N 2.52673 -2.49006 -2.72017
H 2.37368 0.11595 -3.12728
H 2.04020 0.53716 -1.48929
H 0.96831 -0.53689 -2.30075
H 3.87280 -1.33204 -1.66518
H 1.21405 -2.18605 -0.42523
H 2.33181 -1.29177 0.42748
H 2.90868 -4.48586 1.83624
H 2.06298 -3.03543 2.07684
H 3.85483 -2.99420 1.95540
H 1.54372 -2.68015 -2.85300
H 2.91552 -3.37584 -2.42974
C -2.06543 3.20026 1.26308
C -1.43052 2.81561 2.60700
C -1.66210 1.31118 2.97108
O -0.84707 0.94651 4.07369
C -0.89303 -0.38153 4.38033
N 0.01099 3.19527 2.55055
H -3.12308 3.35564 1.47602
H -1.76132 2.49360 0.49090
H -1.60000 4.11330 0.89182
H -1.91838 3.43619 3.35865
H -1.36936 0.69215 2.12302
H -2.69512 1.08016 3.23108
H -0.30058 -0.52738 5.28355
H -0.33731 -0.94966 3.63433
H -1.90473 -0.71400 4.61277
H 0.50951 2.49516 3.08105
H 0.32314 2.91434 1.63199
C -0.12557 4.48483 -1.24588
C -0.47669 3.04115 -1.01616
C -1.76537 2.58056 -1.74319
O -2.89475 3.40184 -1.45707
C -4.12845 2.94561 -1.97277
N 0.64672 2.24685 -1.50520
H 0.03431 4.71123 -2.30006
H 0.77989 4.84505 -0.75754
H -0.91389 5.17661 -0.94908
H -0.47997 2.75969 0.03687
H -2.05976 1.59664 -1.37805
H -1.58161 2.49881 -2.81447
H -4.37651 1.94922 -1.60703
H -4.12646 2.97823 -3.06229
H -4.86273 3.62889 -1.54610
H 0.58509 1.25396 -1.33068
H 1.56036 2.64044 -1.33066
C 1.69020 0.19185 2.14339
C 1.01829 0.67534 0.84811
C -0.27560 -0.02331 0.24555
O -0.40072 0.37721 -1.19879
C -1.51920 -0.21261 -1.81414
N 0.89794 2.11216 1.07605
H 0.91389 0.21543 2.90818
H 2.45284 0.89365 2.48093
H 2.01959 -0.84423 2.06488
H 1.75139 0.58443 0.04662
H -1.20029 0.27157 0.74160
H -0.20010 -1.11009 0.28155
H -2.45827 0.23378 -1.48707
H -1.60314 -1.26408 -1.53942
H -1.57131 -0.15280 -2.90125
H 1.82762 2.48977 1.19103
H 0.61246 2.50175 0.18902
C 5.61269 -0.69527 -0.45755
C 4.53136 0.22688 0.18442
C 4.46966 0.20649 1.69345
O 4.12181 -1.00108 2.38701
C 3.81558 -0.76553 3.75317
N 4.89611 1.57490 -0.27325
H 6.63066 -0.46085 -0.14628
H 5.73381 -0.58202 -1.53486
H 5.38728 -1.74527 -0.27104
H 3.60252 -0.15792 -0.23665
H 3.63094 0.84621 1.96803
H 5.37040 0.66097 2.10603
H 2.82582 -0.35640 3.95583
H 4.65333 -0.23360 4.20408
H 3.77635 -1.74752 4.22461
H 5.72188 1.83464 0.24708
H 5.27476 1.61034 -1.20891
C 4.00185 2.45655 2.52758
C 2.97537 2.82942 1.43464
C 3.35160 4.08739 0.61458
O 3.45781 5.25945 1.39809
C 4.41361 6.19112 0.79975
N 2.71990 1.69915 0.47478
H 4.45750 3.31156 3.02703
H 4.83883 1.82627 2.22708
H 3.41478 1.88369 3.24542
H 2.07459 3.04123 2.01068
H 2.53013 4.33840 -0.05645
H 4.20050 3.83232 -0.01978
H 5.45221 5.87317 0.89086
H 4.33802 7.14763 1.31695
H 4.17248 6.51967 -0.21120
H 3.62319 1.25109 0.41629
H 2.51424 1.94373 -0.48333
*
```